15
Properties=species:S:1:pos:R:3 method="wB97M-V/def2-TZVPD" gap_ev=9.264 e_tot_ha=-345.61990 multiplicity=1 molar_mass_g_mol=100.12 smiles="C=C1[C@@H](O)[C@@]1(C)O" total_charge=0 fmax_ev_per_a=4.491 e_above_lowest_kcal_mol=116.1
C -1.35 1.48 0.90
C -0.55 0.61 0.33
C -0.41 -0.92 0.57
O -1.44 -1.75 0.14
C 0.38 -0.13 -0.46
C 1.83 0.12 -0.15
O 0.07 -0.44 -1.78
H -1.42 0.53 1.53
H -1.51 2.55 0.59
H 0.16 -1.45 1.35
H -1.77 -1.40 -0.70
H 2.42 -0.71 -0.53
H 1.99 0.21 0.94
H 2.14 1.06 -0.61
H -0.53 0.24 -2.11